Entry 1:
Entry from OMol25: a cluster of 2 separate species, CH8NO2 in total (wB97M-V/def2-TZVPD).

```
! wB97M-V def2-TZVPD RIJCOSX def2/J DEFGRID3
* xyz 1 1
O 0.8448 -2.2551 0.0687
H 0.1133 -0.7122 0.2899
H 1.3011 -2.7989 0.7363
H 1.0606 -2.6529 -0.7877
N -0.5128 0.0713 0.6161
C -0.4675 1.1137 -0.4803
O 0.4835 1.9953 -0.0495
H -1.4494 -0.3133 0.7081
H -0.1518 0.5778 1.4104
H -1.4660 1.5285 -0.6267
H -0.2022 0.6049 -1.4104
H 0.4464 2.8409 -0.4749
*
```

Values from the calculation:
* lowest unoccupied orbital energy: -3.34 eV

=====

Entry 2:
Entry from OMol25: the molecule C2H3NO3S (wB97M-V/def2-TZVPD).

```
! wB97M-V def2-TZVPD RIJCOSX def2/J DEFGRID3
* xyz 0 3
C 0.7134 -1.8726 -0.5159
C 0.9343 -0.4905 -0.2652
N -0.3576 1.8334 0.0603
O -1.6660 -0.2951 0.2582
O -0.1400 0.3677 2.0480
O 0.1426 -1.2715 -1.4477
S -0.4355 0.2978 0.6183
H 0.5790 -2.8423 -0.0469
H -0.3509 2.1330 -0.9864
H 0.5807 2.1401 0.2773
*
```

Values from the calculation:
* expectation value of S²: 2.007
* lowest unoccupied orbital energy (spin up / spin down): 0.38 / -2.99 eV

=====

Entry 3:
Entry from OMol25: a structure of composition C3H7AgClNO6S (wB97M-V/def2-TZVPD).

```
! wB97M-V def2-TZVPD RIJCOSX def2/J DEFGRID3
* xyz 1 2
Ag 4.0912 2.4183 -0.2533
Cl 3.2326 0.0116 -0.5640
C 1.4075 -2.3033 1.0382
N 1.4387 -2.5125 2.5035
O 2.2352 -1.8354 3.1233
O 0.6447 -3.2795 2.9940
H 1.1733 -1.2336 0.9697
H 0.5766 -2.8407 0.5904
H 2.3168 -2.4491 0.4646
C -1.2507 1.6550 -2.0333
C -0.7537 0.5170 -1.1208
O -1.1529 0.8912 0.1850
S -2.5844 1.6711 0.1136
O -2.6485 2.6647 1.1449
O -3.6412 0.7493 -0.0625
O -2.2338 2.3564 -1.3202
H -1.6582 1.2571 -2.9615
H -0.4144 2.3132 -2.2691
H 0.3330 0.4317 -1.1690
H -1.1116 -0.4823 -1.3736
*
```

Values from the calculation:
* expectation value of S²: 0.753
* lowest unoccupied orbital energy (spin up / spin down): -6.97 / -10.22 eV

=====

Entry 4:
Entry from OMol25: the ion C3H8NOS with charge -1 (wB97M-V/def2-TZVPD).

```
! wB97M-V def2-TZVPD RIJCOSX def2/J DEFGRID3
* xyz -1 1
C 0.8512 0.5672 -0.0936
C -0.2321 0.5714 -1.1984
S -0.5124 -0.9944 -2.0778
N 0.4866 1.3040 1.0669
C 0.1209 0.4595 2.3192
O 0.0853 -0.8144 2.1042
H 0.9360 -0.4762 0.2363
H 1.8074 0.8945 -0.4972
H -0.0118 1.3103 -1.9541
H -1.1635 0.7989 -0.6860
H -0.4092 -1.8176 -1.0268
H -0.2144 2.0087 0.9843
H 0.8665 0.8051 3.0863
H -0.8521 0.9040 2.6529
*
```

Values from the calculation:
* SMILES: [O-]CNCCS
* lowest unoccupied orbital energy: 3.42 eV

=====

Molar mass (computed, g/mol): 66.1 121.1 328.5 106.2
ΔE to the lowest compared entry with this formula, charge and spin (computed, eV): 0.135 2.999 0.433 2.152
Strongest force on any atom (computed, hartree/bohr): 0.0406 0.1285 0.0337 0.0224